A 2-piece molecular cluster, C7H13N2O2P overall. Source: the Open Molecules 2025 dataset; level of theory: the ωB97M-V functional and the def2-TZVPD basis.

XYZ file:
```
25
Properties=species:S:1:pos:R:3:nbo_charge:R:1
C -0.49 2.43 0.29 -0.24
C -0.55 2.39 -0.92 -0.05
C 1.28 -2.59 0.94 0.03
C -0.44 2.09 -2.30 0.02
C 0.29 -1.76 2.92 -0.44
C 1.91 1.97 -2.34 -0.46
C -2.45 -0.73 0.00 -0.27
N 0.51 -1.78 1.51 -0.45
N 0.62 1.89 -2.95 -0.33
O 0.23 -0.54 -0.87 -1.17
O -1.54 -0.18 0.91 -0.86
P 0.06 -0.07 0.51 1.56
H -0.57 2.66 1.31 0.25
H 1.86 -3.34 1.46 0.17
H 1.36 -2.51 -0.14 0.22
H -1.38 2.00 -2.85 0.19
H 0.14 -0.72 3.22 0.23
H -0.63 -2.30 3.14 0.23
H 1.11 -2.21 3.49 0.20
H 2.29 0.95 -2.26 0.23
H 2.56 2.53 -3.01 0.20
H 1.90 2.41 -1.33 0.18
H -3.28 -0.02 -0.14 0.18
H -2.85 -1.67 0.38 0.17
H -1.96 -0.90 -0.96 0.21
```

The HOMO-LUMO gap is 8.3843 eV. As for the molar mass: 188.17 g/mol. Its total energy is -23830.795 eV.


One molecule with the formula C4H7NO. Source: the Open Molecules 2025 dataset; level of theory: the ωB97M-V functional and the def2-TZVPD basis.

XYZ file:
```
13
Properties=species:S:1:pos:R:3:nbo_charge:R:1
C -1.61 -0.16 -0.07 -0.42
N -0.30 0.07 -0.63 -0.41
C 0.49 1.15 0.01 -0.35
C 1.55 0.12 0.35 0.60
O 2.53 0.12 1.04 -0.51
C 0.73 -0.97 -0.34 -0.35
H -1.99 -1.09 -0.50 0.21
H -1.68 -0.26 1.04 0.16
H -2.25 0.67 -0.37 0.21
H 0.84 1.98 -0.64 0.22
H 0.06 1.57 0.93 0.21
H 0.42 -1.73 0.39 0.21
H 1.22 -1.46 -1.19 0.22
```

The HOMO-LUMO gap is 10.1817 eV. As for the molar mass: 85.11 g/mol. Its total energy is -7797.574 eV. As for the SMILES: CN1CC(=O)C1.


C40H43N11O3PbS3 as an isolated structure. Source: the Open Molecules 2025 dataset; level of theory: the ωB97M-V functional and the def2-TZVPD basis.

XYZ file:
```
101
Properties=species:S:1:pos:R:3:mulliken_charge:R:1
Pb 0.03 0.07 -0.36 2.18
N -3.39 3.31 -1.34 -0.08
C -4.34 2.86 -2.29 0.13
C -5.64 3.40 -2.39 -0.77
C -6.62 2.66 -2.95 -0.43
C -6.35 1.54 -3.74 -0.55
C -5.06 1.07 -3.84 -0.76
C -4.02 1.72 -3.13 0.69
S -2.49 0.99 -3.08 -0.17
N -1.74 1.70 -1.72 -0.29
C -2.21 2.73 -1.11 0.61
C -1.47 3.24 0.13 0.84
C -2.08 4.01 1.12 -1.11
C -1.36 4.27 2.31 -0.76
C -0.17 3.58 2.54 -0.84
C 0.35 2.83 1.48 0.16
N -0.25 2.68 0.30 0.13
H -3.52 4.22 -0.96 0.28
H -5.82 4.35 -1.85 0.34
H -7.67 3.01 -2.84 0.36
H -7.16 0.99 -4.25 0.35
H -4.87 0.07 -4.17 0.36
H -3.08 4.48 1.02 0.31
H -1.74 5.01 3.04 0.40
H 0.37 3.63 3.50 0.56
H 1.34 2.43 1.53 0.02
O 5.33 1.06 -5.47 -0.53
C 4.35 2.08 -5.24 -0.65
C 3.49 1.63 -4.06 0.46
C 2.44 2.45 -3.66 -1.25
C 1.60 2.03 -2.64 -0.11
N 1.88 0.97 -1.89 0.11
C 2.94 0.20 -2.18 0.56
C 3.84 0.55 -3.26 -0.74
C 3.24 -1.01 -1.46 0.37
C 4.56 -1.57 -1.63 -1.08
C 4.79 -2.82 -1.07 0.62
C 6.16 -3.45 -1.03 -0.59
O 7.14 -2.60 -1.64 -0.52
C 3.74 -3.44 -0.39 -1.19
C 2.60 -2.73 -0.11 -0.66
N 2.41 -1.45 -0.53 0.71
H 5.51 0.93 -6.44 0.33
H 3.69 2.33 -6.06 0.44
H 4.84 3.04 -5.01 0.29
H 2.32 3.46 -4.01 0.44
H 0.58 2.48 -2.32 0.10
H 4.81 0.10 -3.39 0.43
H 5.43 -1.03 -2.03 0.61
H 6.18 -4.39 -1.63 0.26
H 6.39 -3.68 0.02 0.41
H 7.95 -2.62 -1.09 0.32
H 3.87 -4.47 -0.05 0.44
H 1.80 -3.05 0.54 0.62
N -2.41 0.02 3.86 0.02
C -3.64 0.30 3.28 -1.03
C -3.37 0.41 1.93 -0.60
N -2.03 0.15 1.65 0.82
C -1.47 -0.09 2.90 -0.24
C -0.08 -0.50 3.20 -0.55
N 0.88 -0.53 2.26 0.79
C 2.02 -0.92 2.89 -0.57
C 1.80 -0.95 4.28 -0.90
N 0.46 -0.70 4.43 -0.03
H -2.20 -0.15 4.85 0.19
H -4.46 0.33 3.94 0.55
H -3.99 0.73 1.08 0.49
H 2.99 -0.86 2.36 0.39
H 2.42 -1.29 5.11 0.46
H -0.07 -0.71 5.31 0.20
C 5.16 2.57 5.08 -0.81
N 5.13 2.31 3.66 -0.19
C 4.25 2.83 2.78 0.23
N 3.60 3.98 3.17 -0.48
S 3.87 2.05 1.30 -0.26
H 4.47 1.91 5.62 0.27
H 4.99 3.61 5.29 0.25
H 6.15 2.31 5.47 0.35
H 5.60 1.49 3.36 0.25
H 4.19 4.64 3.63 0.24
H 3.08 4.45 2.38 0.26
C -5.52 -5.38 2.29 -1.30
C -4.77 -4.65 1.23 0.87
C -3.56 -3.94 1.51 -0.77
C -2.82 -3.32 0.48 -0.01
C -3.24 -3.44 -0.85 0.25
C -4.34 -4.26 -1.16 -0.73
C -5.16 -4.78 -0.12 -0.69
S -2.51 -2.54 -2.22 0.16
C -1.46 -3.98 -2.89 -0.99
O -1.46 -1.54 -1.70 -0.56
H -5.67 -4.83 3.22 0.36
H -5.17 -6.38 2.55 0.29
H -6.60 -5.52 1.92 0.34
H -3.20 -3.82 2.54 0.38
H -2.00 -2.65 0.75 0.37
H -4.79 -4.23 -2.15 0.38
H -6.07 -5.35 -0.38 0.32
H -1.06 -4.68 -2.13 0.29
H -0.67 -3.49 -3.47 0.39
H -2.15 -4.48 -3.63 0.40
```

The HOMO-LUMO gap is 6.6407 eV. As for the molar mass: 1029.26 g/mol. Its net charge is +2. Its total energy is -102452.118 eV.


A 6-piece molecular cluster, C33H38F16N3O15 overall. Source: the Open Molecules 2025 dataset; level of theory: the ωB97M-V functional and the def2-TZVPD basis.

XYZ file:
```
105
Properties=species:S:1:pos:R:3:mulliken_charge:R:1
C -4.14 -4.66 1.83 -0.37
C -4.66 -3.51 1.42 -0.27
C -5.17 -2.07 0.84 -0.06
C -3.92 -1.46 0.02 0.40
C -2.66 -0.76 0.74 -0.35
C -1.64 -0.24 -0.35 0.25
C -0.33 0.53 0.28 -0.27
C 0.99 -0.43 0.13 -0.47
O 1.33 -0.69 -1.27 -0.23
C 2.10 -1.94 -1.25 0.56
C 1.48 -3.15 -2.16 -0.74
O 3.17 -2.10 -0.58 -0.57
N -1.63 -0.31 -1.76 -0.69
N -2.69 -0.90 -2.35 0.92
C -2.68 -0.96 -3.86 0.21
O -1.57 -1.33 -4.38 -0.40
N -3.84 -0.59 -4.71 -0.24
C -4.14 -1.84 -5.51 0.67
O -4.43 -1.83 -6.74 -0.44
F -4.04 -3.16 -4.89 -0.18
C -3.76 -1.41 -1.54 0.07
O -4.87 -2.00 -2.30 -0.49
H -3.34 -5.47 2.04 0.35
H -6.03 -2.28 0.11 0.16
H -5.54 -1.37 1.69 0.37
H -2.56 -0.66 1.88 0.23
H -0.47 0.68 1.43 0.11
H -0.19 1.55 -0.23 0.29
H 1.88 0.15 0.59 0.18
H 0.87 -1.42 0.71 0.39
H 1.94 -4.14 -1.81 0.32
H 0.33 -3.09 -1.97 0.17
H 1.75 -2.89 -3.25 0.27
H -3.58 0.10 -5.45 0.38
H -5.44 -1.23 -2.54 0.37
C 5.63 -1.62 -1.50 -0.71
C 7.11 -1.88 -1.33 -0.44
O 7.63 -2.58 -2.47 -0.32
C 7.96 -1.82 -3.54 0.40
O 7.82 -0.62 -3.58 -0.52
C 8.54 -2.68 -4.66 0.85
F 7.84 -3.82 -4.86 -0.24
F 9.82 -3.05 -4.39 -0.25
F 8.57 -2.04 -5.85 -0.24
H 5.09 -2.56 -1.70 0.29
H 5.21 -1.16 -0.61 0.41
H 5.44 -0.96 -2.35 0.10
H 7.27 -2.53 -0.46 0.34
H 7.66 -0.96 -1.15 0.34
C -2.58 -2.78 7.55 -1.10
C -3.73 -1.87 7.15 -0.19
O -3.24 -0.64 6.59 -0.31
C -2.90 -0.68 5.28 0.42
O -2.99 -1.67 4.59 -0.54
C -2.44 0.69 4.81 0.84
F -1.60 1.29 5.68 -0.24
F -3.48 1.54 4.64 -0.27
F -1.79 0.64 3.62 -0.23
H -1.90 -2.26 8.22 0.31
H -2.96 -3.67 8.05 0.37
H -2.00 -3.08 6.68 0.30
H -4.31 -1.60 8.04 0.33
H -4.42 -2.37 6.46 0.29
C -11.85 -4.88 -1.49 -1.11
C -10.96 -3.67 -1.75 -0.18
O -10.52 -3.10 -0.52 -0.30
C -9.44 -3.68 0.06 0.30
O -8.86 -4.64 -0.40 -0.51
C -9.05 -2.94 1.34 0.96
F -10.12 -2.63 2.11 -0.24
F -8.42 -1.77 1.07 -0.26
F -8.21 -3.65 2.12 -0.25
H -12.68 -4.61 -0.84 0.31
H -12.25 -5.27 -2.43 0.37
H -11.29 -5.67 -1.00 0.32
H -11.54 -2.90 -2.27 0.32
H -10.11 -3.93 -2.39 0.30
C 4.74 2.56 -3.40 -0.94
C 3.33 3.09 -3.22 -0.27
O 2.93 3.01 -1.84 -0.26
C 3.35 4.02 -1.04 0.32
O 4.01 4.96 -1.42 -0.55
C 2.82 3.84 0.38 0.90
F 2.94 2.56 0.82 -0.25
F 1.50 4.14 0.47 -0.28
F 3.45 4.61 1.28 -0.20
H 4.82 1.54 -3.00 0.13
H 5.01 2.54 -4.46 0.41
H 5.46 3.17 -2.86 0.31
H 2.63 2.47 -3.78 0.34
H 3.23 4.11 -3.59 0.33
C 5.77 6.52 0.98 -0.72
C 6.65 7.73 0.72 -0.43
O 7.09 8.31 1.96 -0.32
C 8.17 7.72 2.55 0.36
O 8.75 6.76 2.09 -0.51
C 8.55 8.46 3.82 0.85
F 7.48 8.77 4.59 -0.24
F 9.18 9.63 3.56 -0.25
F 9.38 7.75 4.61 -0.24
H 4.93 6.79 1.64 0.31
H 5.37 6.13 0.04 0.17
H 6.32 5.73 1.48 0.35
H 6.08 8.50 0.20 0.35
H 7.51 7.47 0.09 0.33
```

The HOMO-LUMO gap is 6.5854 eV. As for the molar mass: 1020.64 g/mol. Its net charge is +1. Its total energy is -113483.269 eV.


A 3-piece molecular cluster, C2H8N2O overall. Source: the Open Molecules 2025 dataset; level of theory: the ωB97M-V functional and the def2-TZVPD basis.

XYZ file:
```
13
Properties=species:S:1:pos:R:3:nbo_charge:R:1
C -2.36 0.69 -0.26 -0.52
C -2.73 -0.14 0.63 -0.10
N -0.18 -1.37 0.52 -0.27
N 3.33 0.33 0.07 -1.07
O 0.11 -0.57 -0.57 -0.55
H -2.93 1.50 -0.69 0.21
H -1.33 0.60 -0.68 0.23
H 3.81 0.85 -0.66 0.35
H -3.19 -0.72 1.37 0.21
H 0.12 -0.83 1.33 0.30
H 2.88 1.00 0.67 0.35
H -0.12 -1.12 -1.34 0.48
H 2.60 -0.22 -0.37 0.36
```

The HOMO-LUMO gap (spin up / spin down) is 8.2598 / 9.9790 eV. As for the molar mass: 76.10 g/mol. Its total energy is -7225.191 eV.


Copy entry 1 word for word.
A 2-piece molecular cluster, C7H13N2O2P overall. Source: the Open Molecules 2025 dataset; level of theory: the ωB97M-V functional and the def2-TZVPD basis.

XYZ file:
```
25
Properties=species:S:1:pos:R:3:nbo_charge:R:1
C -0.49 2.43 0.29 -0.24
C -0.55 2.39 -0.92 -0.05
C 1.28 -2.59 0.94 0.03
C -0.44 2.09 -2.30 0.02
C 0.29 -1.76 2.92 -0.44
C 1.91 1.97 -2.34 -0.46
C -2.45 -0.73 0.00 -0.27
N 0.51 -1.78 1.51 -0.45
N 0.62 1.89 -2.95 -0.33
O 0.23 -0.54 -0.87 -1.17
O -1.54 -0.18 0.91 -0.86
P 0.06 -0.07 0.51 1.56
H -0.57 2.66 1.31 0.25
H 1.86 -3.34 1.46 0.17
H 1.36 -2.51 -0.14 0.22
H -1.38 2.00 -2.85 0.19
H 0.14 -0.72 3.22 0.23
H -0.63 -2.30 3.14 0.23
H 1.11 -2.21 3.49 0.20
H 2.29 0.95 -2.26 0.23
H 2.56 2.53 -3.01 0.20
H 1.90 2.41 -1.33 0.18
H -3.28 -0.02 -0.14 0.18
H -2.85 -1.67 0.38 0.17
H -1.96 -0.90 -0.96 0.21
```

The HOMO-LUMO gap is 8.3843 eV. As for the molar mass: 188.17 g/mol. Its total energy is -23830.795 eV.


Copy entry 2 word for word.
One molecule with the formula C4H7NO. Source: the Open Molecules 2025 dataset; level of theory: the ωB97M-V functional and the def2-TZVPD basis.

XYZ file:
```
13
Properties=species:S:1:pos:R:3:nbo_charge:R:1
C -1.61 -0.16 -0.07 -0.42
N -0.30 0.07 -0.63 -0.41
C 0.49 1.15 0.01 -0.35
C 1.55 0.12 0.35 0.60
O 2.53 0.12 1.04 -0.51
C 0.73 -0.97 -0.34 -0.35
H -1.99 -1.09 -0.50 0.21
H -1.68 -0.26 1.04 0.16
H -2.25 0.67 -0.37 0.21
H 0.84 1.98 -0.64 0.22
H 0.06 1.57 0.93 0.21
H 0.42 -1.73 0.39 0.21
H 1.22 -1.46 -1.19 0.22
```

The HOMO-LUMO gap is 10.1817 eV. As for the molar mass: 85.11 g/mol. Its total energy is -7797.574 eV. As for the SMILES: CN1CC(=O)C1.


> Which formula does entry 5 have?

C2H8N2O